{
  "formula": "C27H32N2O4",
  "method": "the ωB97M-V functional and the def2-TZVPD basis",
  "lumo_energy_ev": -0.01,
  "max_force_ev_per_a": 0.9,
  "molar_mass_g_mol": 448.6,
  "smiles": "CCCCc1cc(=O)oc2cc(OCC(=O)NC3CCN(Cc4ccccc4)CC3)ccc12",
  "energy_ev": -39689.810,
  "e_above_lowest_kcal_mol": 2.56,
  "homo_lumo_gap_ha": 0.3166,
  "e_homo_ev": -8.628,
  "symbols": ["C", "H", "H", "C", "C", "H", "H", "C", "C", "C", "C", "O", "O", "C", "C", "C", "C", "C", "C", "H", "H", "O", "C", "H", "H", "C", "O", "N", "H", "C", "C", "H", "C", "N", "C", "C", "H", "H", "H", "H", "C", "C", "C", "C", "C", "C", "C", "H", "H", "H", "H", "H", "H", "H", "H", "H", "H", "H", "H", "H", "H", "H", "H", "H", "H"],
  "coordinates": [[-1.626, -3.037, -3.860], [-0.608, -2.659, -3.798], [-1.676, -3.988, -3.334], [-2.607, -2.028, -3.275], [-2.275, -1.630, -1.838], [-2.910, -0.790, -1.545], [-1.239, -1.289, -1.787], [-2.495, -2.775, -0.838], [-2.173, -2.315, 0.550], [-3.153, -1.931, 1.400], [-2.895, -1.408, 2.725], [-3.734, -1.062, 3.517], [-1.576, -1.288, 3.089], [-0.571, -1.656, 2.266], [0.721, -1.447, 2.726], [1.813, -1.772, 1.930], [1.597, -2.358, 0.678], [0.314, -2.562, 0.226], [-0.803, -2.199, 0.988], [0.173, -3.005, -0.746], [2.426, -2.636, 0.048], [3.030, -1.470, 2.446], [4.180, -1.702, 1.663], [4.292, -2.762, 1.407], [5.022, -1.413, 2.299], [4.247, -0.875, 0.368], [4.897, -1.254, -0.585], [3.571, 0.280, 0.422], [2.967, 0.498, 1.205], [3.404, 1.154, -0.721], [2.094, 0.837, -1.449], [2.006, 1.515, -2.299], [0.901, 1.009, -0.497], [1.284, 1.806, 0.658], [1.980, 3.005, 0.230], [3.386, 2.613, -0.256], [3.688, 3.262, -1.078], [4.113, 2.730, 0.548], [1.430, 3.525, -0.572], [2.060, 3.691, 1.076], [0.192, 2.010, 1.602], [-1.055, 2.622, 1.013], [-2.087, 1.808, 0.560], [-3.216, 2.355, -0.022], [-3.326, 3.728, -0.165], [-2.305, 4.548, 0.284], [-1.178, 3.999, 0.869], [-0.390, 4.647, 1.226], [-2.389, 5.620, 0.182], [-4.207, 4.157, -0.619], [-4.013, 1.710, -0.361], [-2.008, 0.736, 0.675], [-0.052, 1.028, 2.020], [0.574, 2.640, 2.409], [0.060, 1.467, -1.045], [0.565, 0.038, -0.124], [2.125, -0.182, -1.833], [4.255, 0.963, -1.384], [0.877, -1.016, 3.701], [-4.195, -1.989, 1.125], [-3.540, -3.086, -0.882], [-1.873, -3.629, -1.104], [-3.618, -2.438, -3.313], [-2.593, -1.127, -3.892], [-1.857, -3.222, -4.906]]
}